The following is a quantum chemistry calculation of C34H15BrF10FeN5OPS2 as an isolated structure at a distorted geometry, from OMol25.

Each line ends with the Mulliken charge.
Atoms and positions in Å:
Fe 0.5321 -0.2707 -1.2496  -0.21
F 6.1899 0.3665 2.9846  -0.31
C 4.9588 0.1106 2.5646  0.50
C 3.9339 -0.0574 3.4814  0.16
F 4.2108 -0.0311 4.7865  -0.32
C 2.6535 -0.2751 3.0366  0.26
F 1.7194 -0.4645 3.9664  -0.36
C 2.3077 -0.3491 1.6781  -0.27
P 0.5724 -0.2322 1.1080  1.95
C -0.1685 1.1136 2.1180  0.89
C -0.7285 0.9140 3.3833  -0.16
C -1.2281 1.9818 4.1089  -0.83
C -1.1921 3.2675 3.5868  -0.50
C -0.6352 3.4814 2.3354  -0.49
C -0.1209 2.4148 1.6178  -0.52
C -0.2337 -1.6808 1.8795  0.93
C -1.6288 -1.7013 1.8646  -0.55
C -2.3240 -2.7325 2.4715  -0.81
C -1.6326 -3.7658 3.0915  -0.55
C -0.2465 -3.7748 3.0624  -0.78
C 0.4526 -2.7456 2.4486  -0.76
C 3.3842 -0.2110 0.7781  -0.29
Br 3.1478 -0.5191 -1.0924  -0.04
C 4.6765 -0.0153 1.2194  0.24
F 5.6920 0.0495 0.3573  -0.32
H -0.7832 -0.0788 3.8027  0.39
H -1.6507 1.8073 5.0913  0.39
H -1.5970 4.0999 4.1491  0.38
H -0.6077 4.4773 1.9125  0.52
H 0.2982 2.5863 0.6391  -0.25
H -2.1603 -0.8808 1.3933  0.38
H -3.4068 -2.7162 2.4817  0.42
H -2.1750 -4.5514 3.6035  0.34
H 0.2968 -4.5815 3.5401  0.35
H 1.5342 -2.7666 2.4329  0.20
S 0.1420 -0.0455 -3.7013  -0.42
C -1.1081 1.1547 -3.6340  0.22
C -1.2224 2.0931 -4.6629  -0.97
C -2.2537 3.0247 -4.6979  0.71
C -2.3590 3.9262 -5.7939  -0.10
N -2.4537 4.6248 -6.7052  -0.64
C -3.2073 3.0364 -3.6591  0.55
C -3.0783 2.1332 -2.6123  -0.91
C -2.0467 1.1948 -2.5678  0.27
S -1.9334 0.1001 -1.2259  -0.43
C -4.2964 3.9517 -3.6890  -0.16
N -5.1988 4.6664 -3.7385  -0.65
H -0.4790 2.0872 -5.4487  0.48
H -3.7911 2.1565 -1.7987  0.46
N 0.8074 1.5253 -1.3121  0.22
C 0.9157 2.6689 -1.4480  0.78
C 1.0113 4.0501 -1.4980  0.16
C 2.2665 4.6786 -1.3748  0.05
N 3.2974 5.1937 -1.2691  -0.63
C -0.1503 4.8438 -1.6087  0.10
N -1.0862 5.5194 -1.6630  -0.61
C -1.0713 -3.9579 -0.6449  -1.68
C 0.2096 -3.4405 -1.3233  1.09
O 0.5659 -2.1978 -0.9572  0.16
C 0.0293 -3.5783 -2.8610  0.26
F 1.0179 -2.9982 -3.5500  -0.22
F 0.0054 -4.8916 -3.2541  -0.33
F -1.1306 -3.0544 -3.2714  -0.25
C 1.3784 -4.3956 -0.9224  0.34
F 1.7940 -4.1323 0.3338  -0.16
F 1.0311 -5.7134 -0.9260  -0.33
F 2.4612 -4.2963 -1.7191  -0.29
H -1.8206 -3.1712 -0.7044  0.32
H -0.8539 -4.1604 0.4036  0.20
H -1.4335 -4.8654 -1.1283  0.46

Its charge is -2. The orbital gap (spin up / spin down) comes out at 5.482 / 5.505 eV. As for the electronic energy: -7627.9215 Eh. Its highest occupied orbital energy (spin up / spin down) is -1.943 / -1.967 eV.